No. 1
ORCA calculation (wB97M-V/def2-TZVPD) on a molecular structure, C25H49Cl4CuO11S4 in a non-equilibrium geometry.

CARTESIAN COORDINATES (ANGSTROEM)
Cu1 -3.25 2.62 2.76
Cl1 4.07 -3.83 0.22
Cl2 6.47 -4.78 2.17
Cl3 -7.19 -0.01 -2.31
Cl4 -5.67 2.77 -3.40
S1 1.71 3.12 5.03
S2 -0.32 -5.51 -5.04
S3 -1.58 6.51 -1.34
S4 -4.81 -2.26 4.05
O1 6.27 1.05 -2.38
O2 1.10 -5.06 -5.08
O3 0.29 3.02 4.70
O4 2.17 2.76 6.38
O5 -0.95 7.72 -0.82
O6 5.94 3.02 -1.61
O7 -2.58 5.78 -0.56
O8 -1.27 -5.09 -6.04
O9 -1.20 0.67 0.43
O10 -4.82 -0.81 4.28
O11 -5.43 -2.76 2.82
C1 -1.07 5.26 -3.69
C2 -5.41 0.39 -2.08
C3 4.61 -2.84 1.61
C4 -4.41 -4.31 5.73
C5 6.12 -3.13 1.82
C6 4.27 1.85 -2.99
C7 -2.43 7.11 -2.91
C8 -1.62 -6.30 -2.88
C9 5.54 2.06 -2.21
C10 5.61 -0.04 -2.99
C11 -5.43 -3.19 5.51
C12 -1.61 6.65 -4.15
C13 -5.03 1.82 -2.04
C14 -0.42 5.44 -2.28
C15 -2.97 -3.71 5.58
C16 -0.49 -0.47 -0.05
C17 3.65 4.69 4.10
C18 -0.70 -7.46 -3.23
C19 4.08 3.26 3.77
C20 -1.03 -5.06 -3.42
C21 2.22 4.83 4.71
C22 -3.11 -3.04 4.16
C23 4.38 0.50 -3.69
C24 2.87 2.37 3.77
C25 -0.54 -7.30 -4.72
H1 4.29 5.30 4.74
H2 6.65 -2.76 0.94
H3 4.55 0.72 -4.75
H4 -3.05 -3.75 3.34
H5 4.05 2.64 -3.70
H6 -2.26 -2.37 4.08
H7 0.31 -7.24 -2.88
H8 6.24 -0.61 -3.68
H9 -1.63 -6.37 -1.79
H10 4.48 3.18 2.76
H11 -0.32 4.95 -4.42
H12 -5.40 2.39 -1.19
H13 4.07 -3.20 2.48
H14 3.40 1.75 -2.34
H15 -1.45 -7.58 -5.26
H16 2.95 1.29 3.88
H17 -1.19 -1.28 -0.20
H18 -3.94 1.92 -2.04
H19 -2.28 -4.54 5.49
H20 1.57 5.08 3.87
H21 -2.64 -6.55 -3.16
H22 -2.90 8.09 -2.86
H23 -2.19 6.63 -5.07
H24 0.57 5.87 -2.39
H25 -0.37 4.49 -1.74
H26 4.71 2.77 4.51
H27 3.67 5.22 3.15
H28 2.28 2.55 2.87
H29 0.35 -0.91 0.49
H30 -6.49 -3.45 5.51
H31 5.29 -0.76 -2.24
H32 -0.13 -0.21 -1.05
H33 -3.34 6.50 -2.95
H34 -1.05 -8.47 -3.06
H35 6.42 -2.64 2.74
H36 -0.30 -4.70 -2.70
H37 0.32 -7.75 -5.23
H38 2.13 5.40 5.63
H39 -4.82 -0.14 -2.83
H40 -5.11 -0.05 -1.13
H41 3.52 -0.17 -3.67
H42 -1.89 4.55 -3.67
H43 -4.52 -5.10 4.99
H44 4.39 -1.80 1.40
H45 -4.47 -4.67 6.75
H46 -0.74 7.28 -4.32
H47 -2.60 -3.01 6.32
H48 -5.41 -2.47 6.33
H49 -1.82 -4.34 -3.63

Output
**Total charge**: 0
**Frontier orbital gap**: 3.9 eV
**HOMO energy**: -6.59 eV

=====

No. 2
ORCA calculation (wB97M-V/def2-TZVPD) on 9 unconnected molecules or ions with the total composition C39H102N12O15 in a non-equilibrium geometry.

CARTESIAN COORDINATES (ANGSTROEM)
O1 -3.33 -0.38 5.79
O2 -1.81 10.45 -1.29
O3 -2.33 -4.71 -2.96
O4 3.82 0.53 -1.18
O5 2.05 -3.07 -3.65
O6 7.13 -1.17 6.57
O7 1.64 0.54 -5.46
O8 -5.65 -1.24 1.64
O9 -3.48 2.03 -0.98
O10 -2.14 5.52 -1.72
O11 2.05 1.27 3.66
O12 2.33 -3.22 3.74
O13 0.58 -1.01 0.34
O14 -2.24 -0.29 -3.15
O15 -0.33 -5.04 2.25
N1 4.63 -0.79 5.30
N2 -3.87 2.19 -3.15
N3 3.98 -4.50 2.85
N4 -2.82 -2.29 2.64
N5 0.41 -5.11 -2.21
N6 -5.23 3.33 -1.56
N7 4.27 2.44 -3.70
N8 -1.29 7.83 -3.01
N9 2.76 -2.77 1.59
N10 -1.47 -0.08 0.38
N11 -4.76 -1.10 -1.88
N12 0.45 1.17 -0.30
C1 -1.57 10.31 -2.70
C2 -2.42 -0.58 6.82
C3 4.41 2.62 -2.27
C4 -0.84 -0.12 -3.21
C5 2.56 -4.24 -2.99
C6 -2.67 -0.55 4.52
C7 1.55 -0.62 -6.24
C8 3.22 0.49 3.82
C9 -1.52 11.73 -0.94
C10 -0.12 -0.02 0.14
C11 2.96 1.81 -4.11
C12 -5.56 -0.81 0.31
C13 0.02 -5.56 3.52
C14 4.90 1.42 -1.50
C15 -2.71 5.80 -3.04
C16 -6.46 -0.30 2.46
C17 -2.14 9.02 -3.23
C18 6.14 -2.27 6.53
C19 1.69 -4.61 -1.81
C20 2.10 -1.92 -2.91
C21 -0.97 4.72 -1.67
C22 3.03 -3.45 2.73
C23 8.39 -1.57 6.16
C24 0.92 0.48 3.44
C25 -4.83 -1.80 -0.59
C26 -4.15 2.49 -1.89
C27 -2.01 -5.36 -1.71
C28 -2.91 -2.01 4.13
C29 -1.66 6.74 -3.82
C30 4.71 -1.67 6.49
C31 -2.83 -5.53 -4.02
C32 -2.56 -1.70 -2.99
C33 -4.02 -1.90 -2.93
C34 -0.74 -3.68 2.37
C35 4.01 -0.19 0.01
C36 -2.29 -3.64 2.28
C37 3.01 0.87 -5.25
C38 3.37 -0.17 5.16
C39 -0.63 -4.93 -1.21
H1 -3.85 -2.01 -0.19
H2 0.95 0.10 2.40
H3 -6.50 -0.68 -0.29
H4 -2.87 4.81 -3.50
H5 -0.24 -3.22 3.25
H6 -0.47 -0.42 -2.23
H7 3.61 -2.58 1.07
H8 -2.10 -2.16 -3.84
H9 -0.38 -0.58 -4.10
H10 -2.04 12.12 -0.07
H11 1.87 -0.42 -7.27
H12 -0.42 11.94 -0.69
H13 5.33 -0.09 5.45
H14 3.12 0.57 5.92
H15 2.12 -5.31 -1.18
H16 -5.20 3.78 -0.66
H17 -1.33 7.57 -2.03
H18 -1.80 -0.93 0.90
H19 -2.16 0.63 0.07
H20 -1.96 11.19 -3.18
H21 8.75 -2.46 6.74
H22 -2.11 -1.62 7.01
H23 0.08 -4.62 -3.05
H24 -5.03 0.12 0.23
H25 2.16 2.55 -4.33
H26 -2.82 -5.10 -1.01
H27 -0.72 0.98 -3.14
H28 -0.49 10.32 -2.89
H29 0.00 5.28 -1.85
H30 -4.27 -0.21 -1.77
H31 -2.25 7.13 -4.66
H32 -2.40 9.16 -4.30
H33 1.44 1.13 -0.56
H34 -1.47 -0.02 6.73
H35 5.07 -0.45 0.19
H36 -3.14 8.94 -2.79
H37 5.42 1.70 -0.55
H38 4.04 -2.50 6.46
H39 2.69 1.15 -3.30
H40 -3.69 6.31 -2.92
H41 5.04 3.50 -2.13
H42 3.27 -0.19 2.99
H43 -4.42 -1.67 -3.96
H44 4.09 -4.83 3.77
H45 -2.62 -4.51 2.92
H46 2.09 -2.02 1.66
H47 -4.24 -2.95 -2.77
H48 -5.31 -2.80 -0.75
H49 -0.81 6.17 -4.19
H50 5.58 0.79 -2.15
H51 0.00 1.07 3.68
H52 -7.52 -0.38 2.13
H53 8.51 -1.82 5.13
H54 -0.40 -5.51 -0.34
H55 4.03 1.21 3.68
H56 1.55 -3.75 -1.14
H57 4.14 3.38 -4.05
H58 3.48 3.03 -1.72
H59 4.22 -5.15 2.14
H60 -0.97 3.85 -2.38
H61 -6.16 0.72 2.35
H62 3.61 0.25 0.98
H63 3.59 -4.00 -2.69
H64 -1.61 -0.29 4.49
H65 -3.61 -6.24 -3.70
H66 -5.88 3.68 -2.23
H67 -2.85 -0.13 7.68
H68 -3.78 -2.13 2.26
H69 -2.56 -3.92 1.30
H70 1.33 -1.75 -2.14
H71 -3.91 -2.29 4.47
H72 9.13 -0.78 6.40
H73 2.58 -0.89 5.20
H74 -3.25 -4.85 -4.77
H75 3.58 -0.07 -4.97
H76 6.37 -2.93 7.36
H77 2.51 -5.13 -3.57
H78 3.08 -1.88 -2.49
H79 -0.93 4.41 -0.63
H80 -0.27 -3.14 1.55
H81 -3.13 0.11 3.77
H82 -0.14 1.99 -0.35
H83 -3.20 1.46 -3.10
H84 4.53 -1.12 7.46
H85 0.92 -4.94 3.84
H86 -0.66 -3.81 -0.99
H87 0.46 -0.87 -6.31
H88 -1.93 -1.97 -2.07
H89 6.35 -2.90 5.59
H90 3.46 -1.13 -0.22
H91 -2.24 -2.71 4.63
H92 3.48 1.34 -6.10
H93 1.97 -1.56 -5.88
H94 0.35 -6.60 3.40
H95 -6.36 -0.55 3.53
H96 -0.81 -5.52 4.26
H97 -4.53 2.41 -3.88
H98 -2.04 -6.43 -1.82
H99 2.03 -1.03 -3.55
H100 -2.01 -6.14 -4.39
H101 -1.65 12.48 -1.71
H102 0.89 -0.49 4.06

Output
**Total charge**: 0
**Frontier orbital gap**: 8.9 eV
**ΔE to the lowest compared entry with this formula, charge and spin**: 307.25 kJ/mol
**HOMO energy**: -8.37 eV
**SMILES**: COCCNCCOC.COCCNCCOC.COCCNCCOC.COCCNCCOC.COCCNCCOC.COCCNCCOC.NC(N)=O.NC(N)=O.NC(N)=O

=====

> HOMO energy of number 2 (C39H102N12O15)?

-8.37 eV

=====

Copy entry 1 word for word.
ORCA calculation (wB97M-V/def2-TZVPD) on a molecular structure, C25H49Cl4CuO11S4 in a non-equilibrium geometry.

CARTESIAN COORDINATES (ANGSTROEM)
Cu1 -3.25 2.62 2.76
Cl1 4.07 -3.83 0.22
Cl2 6.47 -4.78 2.17
Cl3 -7.19 -0.01 -2.31
Cl4 -5.67 2.77 -3.40
S1 1.71 3.12 5.03
S2 -0.32 -5.51 -5.04
S3 -1.58 6.51 -1.34
S4 -4.81 -2.26 4.05
O1 6.27 1.05 -2.38
O2 1.10 -5.06 -5.08
O3 0.29 3.02 4.70
O4 2.17 2.76 6.38
O5 -0.95 7.72 -0.82
O6 5.94 3.02 -1.61
O7 -2.58 5.78 -0.56
O8 -1.27 -5.09 -6.04
O9 -1.20 0.67 0.43
O10 -4.82 -0.81 4.28
O11 -5.43 -2.76 2.82
C1 -1.07 5.26 -3.69
C2 -5.41 0.39 -2.08
C3 4.61 -2.84 1.61
C4 -4.41 -4.31 5.73
C5 6.12 -3.13 1.82
C6 4.27 1.85 -2.99
C7 -2.43 7.11 -2.91
C8 -1.62 -6.30 -2.88
C9 5.54 2.06 -2.21
C10 5.61 -0.04 -2.99
C11 -5.43 -3.19 5.51
C12 -1.61 6.65 -4.15
C13 -5.03 1.82 -2.04
C14 -0.42 5.44 -2.28
C15 -2.97 -3.71 5.58
C16 -0.49 -0.47 -0.05
C17 3.65 4.69 4.10
C18 -0.70 -7.46 -3.23
C19 4.08 3.26 3.77
C20 -1.03 -5.06 -3.42
C21 2.22 4.83 4.71
C22 -3.11 -3.04 4.16
C23 4.38 0.50 -3.69
C24 2.87 2.37 3.77
C25 -0.54 -7.30 -4.72
H1 4.29 5.30 4.74
H2 6.65 -2.76 0.94
H3 4.55 0.72 -4.75
H4 -3.05 -3.75 3.34
H5 4.05 2.64 -3.70
H6 -2.26 -2.37 4.08
H7 0.31 -7.24 -2.88
H8 6.24 -0.61 -3.68
H9 -1.63 -6.37 -1.79
H10 4.48 3.18 2.76
H11 -0.32 4.95 -4.42
H12 -5.40 2.39 -1.19
H13 4.07 -3.20 2.48
H14 3.40 1.75 -2.34
H15 -1.45 -7.58 -5.26
H16 2.95 1.29 3.88
H17 -1.19 -1.28 -0.20
H18 -3.94 1.92 -2.04
H19 -2.28 -4.54 5.49
H20 1.57 5.08 3.87
H21 -2.64 -6.55 -3.16
H22 -2.90 8.09 -2.86
H23 -2.19 6.63 -5.07
H24 0.57 5.87 -2.39
H25 -0.37 4.49 -1.74
H26 4.71 2.77 4.51
H27 3.67 5.22 3.15
H28 2.28 2.55 2.87
H29 0.35 -0.91 0.49
H30 -6.49 -3.45 5.51
H31 5.29 -0.76 -2.24
H32 -0.13 -0.21 -1.05
H33 -3.34 6.50 -2.95
H34 -1.05 -8.47 -3.06
H35 6.42 -2.64 2.74
H36 -0.30 -4.70 -2.70
H37 0.32 -7.75 -5.23
H38 2.13 5.40 5.63
H39 -4.82 -0.14 -2.83
H40 -5.11 -0.05 -1.13
H41 3.52 -0.17 -3.67
H42 -1.89 4.55 -3.67
H43 -4.52 -5.10 4.99
H44 4.39 -1.80 1.40
H45 -4.47 -4.67 6.75
H46 -0.74 7.28 -4.32
H47 -2.60 -3.01 6.32
H48 -5.41 -2.47 6.33
H49 -1.82 -4.34 -3.63

Output
**Total charge**: 0
**Frontier orbital gap**: 3.9 eV
**HOMO energy**: -6.59 eV

=====

> What is the total charge in the second record?

0